1.
13
Properties=species:S:1:pos:R:3 method="wB97M-V/def2-TZVPD" relative_energy_kcal_mol=120.8 charge=+1 homo_lumo_gap_ev="8.93 / 6.98" homo_ev="-13.9 / -13.4"
H 2.608 0.382 -1.025
H 1.405 -0.844 -0.803
H -1.846 -1.220 -0.198
C 1.872 0.026 -0.373
H 1.541 2.087 0.351
N -0.086 1.416 -0.682
H -3.488 -0.485 0.231
Cl -2.231 1.517 -2.345
C -2.386 -0.671 0.485
C 1.051 1.260 -0.255
C -1.269 1.284 -1.038
H 2.399 -0.241 0.470
H -2.132 -0.430 1.464



2.
14
Properties=species:S:1:pos:R:3 method="wB97M-V/def2-TZVPD" relative_energy_kcal_mol=51.6 charge=0 homo_lumo_gap_ev=10.34 homo_ev=-9.7
H -1.140 -1.765 -0.921
C 1.502 0.875 0.636
H 0.785 -1.237 2.200
H -1.189 1.494 -1.921
C 0.350 -0.072 0.509
C -0.543 0.234 -0.611
N -0.521 1.349 -1.173
H -0.728 -1.713 1.287
C 0.126 -1.064 1.365
H 2.166 0.774 -0.219
Cl -2.433 -0.621 -2.405
H 1.126 1.896 0.627
N -1.559 -0.844 -0.926
H 2.058 0.694 1.551



3.
14
Properties=species:S:1:pos:R:3 method="wB97M-V/def2-TZVPD" relative_energy_kcal_mol=103.1 charge=0 homo_lumo_gap_ev=9.38 homo_ev=-9.3
C 1.112 -0.025 1.052
H 0.080 1.732 -0.007
C 0.310 0.636 0.082
H 1.178 0.772 -1.717
C 0.355 0.151 -1.302
H 2.126 0.330 1.155
C -1.395 -1.109 0.553
H 0.402 -0.857 -1.634
Cl -2.824 0.758 -0.437
H 0.970 -1.067 0.870
N -1.130 -2.236 0.699
H -0.479 0.668 -1.999
H 0.856 0.090 2.081
N -1.561 0.157 0.604



4.
14
Properties=species:S:1:pos:R:3 method="wB97M-V/def2-TZVPD" relative_energy_kcal_mol=67.4 charge=0 homo_lumo_gap_ev=9.63 smiles="[H]/N=C1/CCCN1Cl" homo_ev=-8.8
N 0.701 0.867 -0.371
H -0.624 -0.792 1.922
H -0.271 -2.289 -0.401
H 0.128 -0.128 -2.094
H 1.898 -0.675 -1.354
H -0.861 2.787 0.772
N -1.102 1.786 1.053
C -0.481 0.808 0.650
C 0.762 -0.363 -1.082
C -0.774 -0.555 0.927
H -1.742 -0.768 0.599
C 0.208 -1.330 -0.046
Cl 1.089 2.318 -1.221
H 1.069 -1.666 0.644



5.
14
Properties=species:S:1:pos:R:3 method="wB97M-V/def2-TZVPD" relative_energy_kcal_mol=72.3 charge=0 homo_lumo_gap_ev=9.97 homo_ev=-9.5
H -0.350 0.055 2.722
H 1.474 -1.794 -1.233
Cl -2.868 0.870 1.744
N -1.499 1.056 0.735
C 0.342 -0.124 -0.379
H -0.898 1.059 -1.649
H 2.276 -0.518 -0.747
N 0.207 -0.118 1.978
H 0.470 0.196 -2.395
C -0.327 0.283 0.875
C 1.455 -1.068 -0.444
H 1.564 -1.534 0.517
C -0.042 0.346 -1.541
H -1.804 1.292 -0.183



6.
15
Properties=species:S:1:pos:R:3 method="wB97M-V/def2-TZVPD" relative_energy_kcal_mol=54.4 charge=+1 homo_lumo_gap_ev=7.54 homo_ev=-12.9
Cl -0.529 -1.851 -0.653
O 0.499 1.184 0.235
H -3.270 -1.377 -0.954
N 2.615 2.089 -0.018
C -2.487 -3.670 0.956
C 4.001 2.355 0.005
C -3.714 -1.639 -0.037
H 4.439 1.397 -0.450
H 4.470 2.489 0.883
O -3.065 -2.768 0.543
C 1.549 1.687 0.255
H -3.516 -0.753 0.642
H -0.480 -0.551 -0.701
H -4.773 -1.832 -0.153
H 4.261 3.241 -0.556



7.
15
Properties=species:S:1:pos:R:3 method="wB97M-V/def2-TZVPD" relative_energy_kcal_mol=12.0 charge=+1 homo_lumo_gap_ev=9.35 homo_ev=-14.5
C -3.502 -0.990 0.148
H 1.166 -0.175 1.061
O 2.587 0.319 -0.443
H -4.199 -1.099 -0.664
H -3.564 -1.824 0.760
C 2.593 1.723 -0.127
Cl 2.265 -2.201 0.108
N -2.208 -0.690 -0.217
H -3.849 -0.129 0.636
O 0.048 -0.262 -0.751
H 3.556 2.155 0.173
H 2.025 1.894 0.718
H 2.249 2.218 -1.177
C 1.939 -0.493 0.290
C -1.105 -0.446 -0.515



8.
13
Properties=species:S:1:pos:R:3 method="wB97M-V/def2-TZVPD" relative_energy_kcal_mol=98.6 charge=0 homo_lumo_gap_ev=10.02 homo_ev=-9.3
H 1.998 -1.515 0.227
C 1.331 -0.672 -0.229
H -0.452 -1.545 0.147
H 2.730 0.481 -1.273
C -2.032 0.868 -0.064
Cl -3.244 -0.250 -0.354
H 0.127 -0.605 1.723
H 1.251 -1.390 -1.372
C -0.745 0.678 0.263
O 2.069 0.723 -0.437
C -0.027 -0.610 0.563
H -0.512 1.837 0.740
H -2.495 2.000 0.066



9.
16
Properties=species:S:1:pos:R:3 method="wB97M-V/def2-TZVPD" relative_energy_kcal_mol=33.9 charge=0 homo_lumo_gap_ev="7.12 / 7.31" homo_ev="-8.3 / -8.6"
O -3.309 -0.463 0.372
H 1.029 1.733 -1.752
Cl 2.892 -0.954 -0.567
P 1.440 2.497 -0.647
C 0.253 -0.539 -0.729
H -2.368 -0.882 -1.537
P 1.536 -0.020 1.913
H 2.954 0.295 2.090
O 0.405 -0.945 -1.867
C -0.959 -0.235 0.090
C 1.486 -0.401 0.072
H -4.118 -0.815 -0.051
H -0.818 0.214 0.987
H 0.192 2.639 0.022
H 1.597 -1.507 2.028
C -2.212 -0.617 -0.424